Entry 1:
{
  "formula": "C4H12",
  "method": "ωB97M-V/def2-TZVPD",
  "elements": ["C", "C", "H", "H", "H", "H", "H", "H", "C", "C", "H", "H", "H", "H", "H", "H"],
  "coordinates": [[0.57932, 1.42815, -1.55471], [0.93460, 1.77353, -0.11212], [-0.52238, 1.69491, -1.77637], [1.35168, 1.95228, -2.21939], [0.82838, 0.33068, -1.69211], [1.24350, 0.71830, 0.21747], [0.06550, 1.98967, 0.54329], [1.70620, 2.55180, 0.03358], [-0.23156, -1.85309, 1.28176], [-1.27049, -1.31418, 0.28105], [0.73631, -2.33516, 0.87500], [0.07684, -1.06526, 2.01074], [-0.70826, -2.60277, 1.85590], [-1.83300, -0.49906, 0.70329], [-2.13846, -1.97455, 0.02054], [-0.81817, -0.79525, -0.46793]],
  "gap_ev": 12.34,
  "lumo_ev": 1.1,
  "smiles": "CC.CC",
  "total_energy_ha": -159.542050
}

=====

Entry 2:
{
  "formula": "C14H18N4O3S2",
  "method": "ωB97M-V/def2-TZVPD",
  "elements": ["C", "C", "C", "C", "C", "C", "C", "H", "N", "S", "O", "O", "C", "N", "N", "C", "N", "C", "O", "C", "H", "H", "C", "C", "H", "H", "H", "C", "H", "H", "H", "H", "H", "S", "H", "H", "H", "H", "H", "H", "H"],
  "coordinates": [[1.42705, 3.28219, 4.08236], [1.48467, 1.72232, 3.72573], [2.58848, 0.91478, 3.81605], [2.69973, -0.36423, 3.62993], [1.71895, -1.03216, 3.28443], [0.36499, -0.16250, 3.29502], [0.34577, 1.31969, 3.58899], [-0.55720, 1.54048, 3.52059], [-0.84516, -0.97987, 2.96754], [-2.10618, -0.11676, 2.11571], [-3.13518, -1.23962, 1.72135], [-2.73019, 0.74810, 3.13139], [-1.15505, 0.65362, 0.71035], [-0.66086, 1.64505, 0.75942], [-0.00778, 1.87782, -0.40940], [-0.54911, 1.33965, -1.32900], [-0.01129, 1.54308, -2.73041], [-0.38602, 0.93384, -3.86737], [0.04049, 1.19571, -4.94230], [-1.36237, -0.30785, -3.86808], [-2.05281, -0.32345, -3.17567], [-1.78467, -0.41255, -4.79065], [-0.58663, -1.65446, -3.47777], [0.41330, -1.86517, -4.53950], [1.15011, -3.12156, -4.23723], [1.15502, -1.18319, -4.90370], [0.16915, -2.18914, -5.56041], [-1.54115, -2.92193, -3.24980], [-2.11096, -2.45501, -2.36479], [-0.86863, -3.62897, -3.04319], [-2.07688, -3.11214, -4.12292], [0.18142, -1.52476, -2.54673], [0.45940, 2.21585, -2.75994], [-1.49495, -0.00045, -0.80987], [-0.75523, -1.82601, 2.67002], [1.29194, -2.12822, 3.12567], [3.66612, -1.06853, 3.73769], [3.43996, 1.71519, 4.20299], [1.19406, 3.74411, 3.24361], [2.30378, 3.60002, 4.63167], [0.68392, 3.62704, 4.76823]],
  "gap_ev": 8.19,
  "lumo_ev": -0.2,
  "total_energy_ha": -1784.840550
}

=====

Entry 3:
{
  "formula": "C39H39N6OP2RuS",
  "method": "ωB97M-V/def2-TZVPD",
  "elements": ["Ru", "C", "C", "N", "N", "C", "N", "S", "C", "C", "C", "C", "C", "N", "H", "H", "H", "H", "H", "H", "H", "H", "H", "O", "C", "C", "C", "C", "C", "C", "N", "H", "H", "H", "H", "H", "H", "H", "C", "N", "P", "C", "C", "C", "C", "C", "C", "C", "C", "C", "C", "C", "C", "P", "C", "C", "C", "C", "C", "C", "C", "C", "C", "C", "C", "C", "H", "H", "H", "H", "H", "H", "H", "H", "H", "H", "H", "H", "H", "H", "H", "H", "H", "H", "H", "H", "H", "H", "H"],
  "coordinates": [[-0.41058, 1.56450, 0.77626], [1.26068, 2.34254, -3.02648], [0.42726, 1.79146, -1.92794], [0.84370, 1.33788, -0.78530], [2.19738, 1.09128, -0.55271], [2.66397, 1.54306, 0.63110], [3.91270, 1.23060, 0.98486], [1.70291, 2.46518, 1.69337], [-1.04812, 1.69415, -2.04740], [-1.69652, 1.81941, -3.26557], [-3.07200, 1.63295, -3.31416], [-3.75007, 1.33265, -2.14581], [-3.03555, 1.22827, -0.96058], [-1.71988, 1.40061, -0.90830], [2.25348, 2.59980, -2.66515], [0.77509, 3.23504, -3.42259], [1.36862, 1.63470, -3.84722], [4.59845, 0.88404, 0.33521], [4.24958, 1.60466, 1.85796], [-1.13866, 2.04296, -4.16302], [-3.60101, 1.71854, -4.25312], [-4.81867, 1.17408, -2.14224], [-3.52201, 0.99386, -0.02187], [-1.89822, 1.99651, 2.29551], [-1.92902, 3.33221, 2.80019], [-1.60673, 4.25636, 1.65725], [-1.97032, 5.59448, 1.70342], [-1.62716, 6.42009, 0.64889], [-0.93379, 5.87942, -0.42449], [-0.61306, 4.53832, -0.39196], [-0.93733, 3.73395, 0.62412], [-2.15047, 1.35071, 2.96725], [-1.19211, 3.45271, 3.60188], [-2.92055, 3.55512, 3.19752], [-2.51631, 5.97558, 2.55580], [-1.89651, 7.46719, 0.66163], [-0.64585, 6.48570, -1.27092], [-0.05918, 4.08806, -1.20553], [1.90714, -2.41309, 0.83284], [0.75225, -1.65701, 0.31021], [-0.14587, -0.65217, 1.36071], [-1.88305, -1.23634, 1.45222], [-2.58166, -1.03608, 2.64787], [-3.92052, -1.37811, 2.75712], [-4.58470, -1.93804, 1.67392], [-3.90225, -2.14075, 0.48415], [-2.56417, -1.78635, 0.37173], [0.43528, -1.13685, 3.00917], [1.06608, -0.23301, 3.85700], [1.41987, -0.61267, 5.14761], [1.14585, -1.89433, 5.59212], [0.50845, -2.80210, 4.75325], [0.14669, -2.42518, 3.47423], [0.43760, -1.61901, -1.37966], [0.64135, -3.37023, -1.85848], [1.84633, -3.95321, -2.25283], [1.89759, -5.29036, -2.61254], [0.74501, -6.06253, -2.58665], [-0.45919, -5.49592, -2.19707], [-0.51081, -4.15727, -1.84150], [1.93331, -0.86146, -2.11915], [2.90528, -0.02115, -1.33020], [4.03949, 0.51627, -2.15135], [4.13476, 0.31936, -3.48419], [3.14921, -0.41804, -4.18294], [2.07949, -0.97969, -3.47815], [1.60601, -3.17934, 1.54259], [2.62690, -1.75799, 1.32985], [2.39902, -2.91616, 0.00273], [-2.06217, -0.66050, 3.52446], [-4.43911, -1.23225, 3.69519], [-5.62272, -2.22720, 1.76335], [-4.41210, -2.57984, -0.36341], [-2.05751, -1.92681, -0.57398], [1.28015, 0.76746, 3.51344], [1.90588, 0.09648, 5.80398], [1.42000, -2.19013, 6.59584], [0.28546, -3.80023, 5.10463], [-0.37766, -3.12749, 2.83682], [2.75433, -3.36523, -2.29118], [2.83837, -5.72945, -2.91534], [0.78496, -7.10340, -2.87703], [-1.36093, -6.09245, -2.18154], [-1.46088, -3.72550, -1.55135], [3.30501, -0.63904, -0.51397], [4.82397, 1.06561, -1.64552], [4.98151, 0.72107, -4.02469], [3.23943, -0.57218, -5.24832], [1.35912, -1.57870, -4.02581]],
  "gap_ev": [1.80, 4.17],
  "total_charge": 2,
  "s_squared": 0.77,
  "lumo_ev": [-8.3, -8.1],
  "total_energy_ha": -3088.594278,
  "spin_multiplicity": 2
}

=====

Entry 4:
{
  "formula": "C2H7N3",
  "method": "ωB97M-V/def2-TZVPD",
  "elements": ["H", "N", "C", "N", "H", "H", "H", "C", "N", "H", "H", "H"],
  "coordinates": [[-2.02615, 2.13925, -1.06030], [-2.07004, 1.17035, -0.75088], [-1.13507, 0.50490, -1.33128], [-0.60254, -0.61434, -0.80351], [-0.84566, 0.79480, -2.34415], [-0.36169, -0.83033, 0.15053], [-0.09181, -1.23286, -1.41393], [2.40047, -0.63885, 1.43599], [1.18653, -0.39260, 1.66677], [2.84230, -1.46739, 1.99271], [2.97807, -0.14846, 0.64833], [0.95494, 0.57030, 1.41278]],
  "gap_ev": 9.64,
  "lumo_ev": 0.8,
  "smiles": "[H]/N=C/N.C=N",
  "total_energy_ha": -244.605098
}

=====

Respective ΔE to the lowest compared entry with this formula, charge and spin values: 1.168; 15.806; 2.720; 1.912 eV.
Respective strongest force on any atom values: 0.0621; 0.3560; 0.0786; 0.0392 Eh/bohr.